16
Properties=species:S:1:pos:R:3:forces:R:3:nbo_charge:R:1 method="wB97M-V/def2-TZVPD" relative_energy_kcal_mol=13.0 fmax_ev_per_a=3.8 energy_ha=-1115.94193 orbital_gap_ev="7.187 / 7.188" e_lumo_ev="-1.508 / -1.509" homo_energy_ha="-0.3195 / -0.3196"
C -1.936239 -0.186068 -0.288067 -2.1325 -0.8607 0.5680 -0.14
C -1.519145 -0.362129 1.023613 -0.7010 0.1406 1.5629 -0.23
C -1.268818 0.681653 -1.070067 -0.1304 0.5532 -2.7855 -0.22
C -0.410454 0.288163 1.541159 1.0817 -0.6675 -3.0644 -0.10
C 0.002352 1.040990 -0.737042 1.5649 2.0900 -2.3442 -0.16
C 0.512440 0.788413 0.505460 0.5438 0.1722 3.7960 -0.31
C 1.765277 1.031307 1.224311 -0.4004 -0.0069 -0.8842 -0.04
O 1.365593 -2.204685 0.312182 0.3275 0.3483 0.2809 -0.86
O 1.822176 -1.615382 -1.971859 -0.0364 0.4950 -0.9623 -0.86
S 2.335377 -1.755223 -0.652348 -0.5493 -1.8618 0.3540 1.64
I 3.599484 0.847180 0.073285 -0.6055 0.9876 0.3052 0.11
H -2.892966 -0.613546 -0.692302 1.0290 0.2965 0.8191 0.23
H -2.189954 -0.849467 1.718319 0.0353 -0.3171 -0.0395 0.22
H -1.714383 0.987990 -2.046489 0.6182 -0.3012 0.8637 0.23
H -0.044747 0.244950 2.545101 -0.1915 -0.0278 0.4458 0.25
H 0.574008 1.675853 -1.485250 -0.4535 -1.0404 1.0846 0.24

***

17
Properties=species:S:1:pos:R:3:forces:R:3:nbo_charge:R:1 method="wB97M-V/def2-TZVPD" relative_energy_kcal_mol=0.0 fmax_ev_per_a=3.5 energy_ha=-1110.92846 charge=+1 multiplicity=5 orbital_gap_ev="4.716 / 5.146" e_lumo_ev="-4.453 / -4.440" homo_energy_ha="-0.3370 / -0.3523" s2=6.42
O -3.989686 0.115820 0.118643 1.9290 -0.0660 0.3467 -0.51
C -2.803878 0.088011 0.251439 -2.0374 0.0015 -0.4706 0.61
C -1.536998 0.255414 0.322384 0.9263 1.7655 -0.4148 -0.83
C -0.393612 -0.614757 0.616088 2.0416 -0.2784 -0.1662 -0.43
C 0.350153 -0.243478 1.891135 -1.7215 -1.1972 2.7706 0.48
O 1.121883 -0.972918 2.512857 0.0143 0.7901 -1.0892 -0.64
Pm -1.525067 3.060505 -0.143659 -0.7605 -0.9433 0.4868 0.91
H -0.703756 -1.670629 0.738042 0.4103 0.2707 -0.0631 0.28
H -0.112408 0.592593 2.453926 0.5589 0.3805 -0.4426 0.17
C 0.801745 1.221645 -1.908477 0.1532 -0.9241 -0.1085 -0.28
C 1.042400 -0.063533 -1.622386 -0.2587 0.7283 -0.3478 -0.30
C 0.926903 -0.726653 -0.311401 -1.5451 -1.3635 -1.4614 0.61
O 1.750509 -1.610831 -0.074088 -0.2579 0.7119 0.5620 -0.67
Li 2.276035 -2.196820 1.638863 -0.1590 0.0039 -0.0354 0.97
H 0.398274 1.907556 -1.166545 0.7227 -0.1716 -0.1893 0.12
H 1.030153 1.604016 -2.904874 -0.2604 0.0430 0.3322 0.24
H 1.367349 -0.745937 -2.411952 0.2443 0.2486 0.2906 0.26

***

19
Properties=species:S:1:pos:R:3:forces:R:3:nbo_charge:R:1 method="wB97M-V/def2-TZVPD" relative_energy_kcal_mol=124.2 fmax_ev_per_a=5.7 energy_ha=-734.58988 orbital_gap_ev=7.937 e_lumo_ev=-2.197 homo_energy_ha=-0.3724
C 0.055036 -2.636644 0.612139 -0.3980 -1.2498 -0.5219 0.19
C 0.615882 1.068435 -0.824398 -1.7965 -2.5446 1.1474 -0.24
C -0.633951 0.816706 -0.330192 3.3181 -0.9312 0.1279 -0.08
C 2.023793 -0.892165 -0.153610 -2.3894 -3.9065 3.3709 0.06
C 1.804094 0.143535 -0.847574 -1.2787 2.0150 -0.3875 -0.07
C -1.039971 -0.257722 0.694598 3.8359 0.1687 -0.2610 -0.48
C 0.019726 -1.333369 1.060112 2.0262 3.0721 -1.1195 -0.01
N 0.153383 -3.696196 0.181947 -0.0367 -0.4963 -0.1883 -0.25
N 2.879941 0.554752 -1.790198 -1.3128 0.5896 0.8135 0.54
N 0.648905 -1.155218 2.370845 1.1110 1.4630 0.3864 0.50
O 2.975866 1.755942 -1.888071 0.9174 -0.0592 -0.7020 -0.35
O 3.482756 -0.331844 -2.317141 0.9399 -0.0388 -0.6476 -0.33
O 1.375114 -2.002951 2.844068 -0.4771 -0.6639 -0.3718 -0.36
O 0.542866 -0.033049 2.849042 -0.3907 -0.1672 0.1350 -0.39
H 0.765270 1.910580 -1.406334 0.2091 1.5473 -1.0341 0.24
H -1.381560 1.526236 -0.562412 -0.7548 0.6444 -0.0787 0.22
H 2.425580 -1.886242 0.163165 0.0621 1.5005 -0.6817 0.29
H -1.114618 0.324008 1.598287 -0.9499 -0.0830 0.4842 0.29
H -1.829434 -0.801405 0.336371 -2.6351 -0.8600 -0.4712 0.24

***

17
Properties=species:S:1:pos:R:3:forces:R:3:nbo_charge:R:1 method="wB97M-V/def2-TZVPD" relative_energy_kcal_mol=70.4 fmax_ev_per_a=6.6 energy_ha=-907.28592 orbital_gap_ev="7.492 / 7.492" e_lumo_ev="-1.065 / -1.067" homo_energy_ha="-0.3144 / -0.3145"
C 2.748995 0.014269 0.079021 -3.6877 -0.2389 0.2799 -0.18
C 2.114797 1.269623 0.114974 0.4141 -2.2438 -0.9265 -0.22
C 1.990737 -1.147318 0.004792 2.5345 -1.1126 -0.6745 -0.19
C 0.751507 1.356389 -0.070893 -1.6719 1.5084 1.1565 -0.15
C 0.647560 -1.053999 -0.163064 -0.7804 -1.4688 0.8569 -0.17
C -0.010257 0.168793 -0.073734 1.2620 0.0327 -0.9299 -0.14
C -1.433847 0.179173 -0.065905 -3.0489 0.3982 0.4052 0.00
N -2.213540 -0.919440 0.050413 4.2427 -0.7564 -0.5875 -0.27
N -3.822737 0.758057 0.112883 0.2363 -2.7984 -0.6603 -0.58
N -3.445163 -0.722210 0.015406 -3.0190 5.8282 0.6494 0.45
O -4.343116 -1.506893 -0.013899 -0.3578 -1.2050 0.0427 -0.36
S -2.450090 1.574071 -0.059953 0.7730 -1.0775 0.1650 0.72
H 3.742162 -0.154500 0.144248 3.2406 0.3050 0.3188 0.21
H 2.833068 2.013998 0.176802 0.4486 2.1531 0.1197 0.22
H 2.558973 -2.166515 -0.016565 -1.3663 1.9455 0.0511 0.22
H 0.163921 2.369801 -0.030798 1.4530 -1.9365 -0.1403 0.22
H 0.167030 -2.033298 -0.203731 -0.6729 0.6667 -0.1263 0.24

***

14
Properties=species:S:1:pos:R:3:forces:R:3:nbo_charge:R:1 method="wB97M-V/def2-TZVPD" relative_energy_kcal_mol=250.6 fmax_ev_per_a=12.4 energy_ha=-399.32304 orbital_gap_ev=8.829 e_lumo_ev=-0.445 homo_energy_ha=-0.3408
C -1.080369 -3.756319 0.910857 2.5701 5.6869 -0.9681 -0.25
C -0.544182 -2.516729 1.143686 -2.8372 -7.7572 -2.2480 -0.09
C 0.218332 -1.244195 0.945092 -0.5873 1.6355 -1.6579 -0.30
C -0.041750 0.098689 1.146708 -3.4795 -1.1180 -1.7730 -0.17
C 0.693057 1.118341 0.129331 -4.2589 -2.0100 6.3950 0.07
C 0.515130 1.436570 -1.243481 -2.9523 0.9326 -1.9024 -0.05
C 0.060834 2.837569 -1.532884 -4.3134 9.9993 -0.8031 0.24
H -1.584713 -4.899796 0.209790 1.8444 4.4524 3.0201 0.34
H 0.979735 -1.167261 0.069009 -0.8389 -1.5555 1.7255 0.24
H -1.181087 0.647978 1.645778 4.0738 -1.9096 -1.2406 0.24
H 0.744722 1.830459 0.895473 1.1400 2.6151 -0.0409 0.19
H 0.112689 0.750433 -1.960359 -0.7986 -0.2500 -0.1142 0.23
N -0.556930 3.987427 -1.641956 5.8572 -10.8693 0.9259 -0.28
O 1.664531 0.876833 -0.717045 4.5806 0.1478 -1.3183 -0.41

***

14
Properties=species:S:1:pos:R:3:forces:R:3:nbo_charge:R:1 method="wB97M-V/def2-TZVPD" relative_energy_kcal_mol=78.4 fmax_ev_per_a=4.6 energy_ha=-399.59746 orbital_gap_ev=10.501 e_lumo_ev=-0.497 homo_energy_ha=-0.4042 smiles="C#CC(=O)[C@@H]1C[C@H]1C#N"
C -3.320649 -1.354102 0.216128 -0.4934 -0.4442 -1.1529 -0.16
C -2.410042 -0.604023 -0.079336 0.3850 0.3622 0.6282 -0.13
C -1.254422 0.375005 -0.205766 -0.5631 1.5736 -0.8202 0.53
O -1.410210 1.511073 -0.695217 0.3824 -3.0080 1.2153 -0.51
C 0.080817 -0.080650 0.359191 0.4710 0.6501 0.2575 -0.31
C 0.936983 0.998949 1.085927 -1.0604 0.3012 -1.4398 -0.35
C 1.394955 0.444885 -0.219238 -0.3482 1.3955 -2.6561 -0.33
C 2.593005 -0.420273 -0.355116 1.4333 -2.9833 1.1134 0.28
N 3.421619 -1.271063 -0.277764 -2.9260 3.4471 -0.5307 -0.30
H -4.201667 -2.061066 0.186948 1.6537 1.3412 0.3919 0.26
H 0.186246 -1.098966 0.653634 -0.4004 -0.4718 0.6043 0.25
H 1.540574 0.694588 1.887426 0.3258 -0.3494 1.2370 0.23
H 0.519581 2.034261 1.098699 0.4261 -1.1243 -0.0863 0.25
H 1.161737 1.081301 -1.131353 0.7141 -0.6897 1.2383 0.27